Molecular formula: C2H5N3S
Method: DFT, wB97M-V/def2-TZVPD

Output
energy relative to the best compared isomer or geometry (same formula, charge and spin)	6.8628	eV
total charge	0
largest force on an atom	0.154	Eh/bohr
HOMO	-8.99	eV
orbital gap	9.22	eV
spin multiplicity	1

The geometry in XYZ format:
```
11
Properties=species:S:1:pos:R:3:forces:R:3:lowdin_charge:R:1
C 0.1291 1.6495 0.1275 -7.262 0.988 2.965 -0.348
H -1.6514 -2.8842 1.1141 0.594 1.244 -0.954 -0.119
C 0.7302 -0.9630 -0.6972 3.864 2.906 -1.748 -0.354
S -1.4289 -1.6587 0.4456 0.714 -1.605 0.299 0.668
N 0.5454 0.5660 -0.6492 4.637 1.494 -0.607 -0.072
N 0.1686 -2.0178 -0.3280 -2.247 1.076 0.917 -0.296
H 1.5473 1.2020 -0.8829 -2.979 -3.856 -0.224 0.176
N -0.9209 1.7073 1.1474 4.167 -2.186 -2.645 -0.065
H 0.4335 2.7310 -0.6511 -1.184 -3.081 3.299 0.189
H 1.7380 -1.0049 -1.3664 -2.496 -0.480 1.723 0.149
H -1.2908 0.6726 1.7402 2.194 3.500 -3.025 0.071
```
Positions in Å, forces in eV/Å.

Molecular formula: C8H15N2O
Method: DFT, wB97M-V/def2-TZVPD

Output
energy relative to the best compared isomer or geometry (same formula, charge and spin)	3.8844	eV
total charge	+1
largest force on an atom	0.074	Eh/bohr
SMILES	OCCC(N1CCC1)=[N+]1CC1
HOMO	-13.38	eV
orbital gap	10.21	eV
spin multiplicity	1

The geometry in XYZ format:
```
26
Properties=species:S:1:pos:R:3:forces:R:3:lowdin_charge:R:1
H -3.0789 2.0947 -1.1007 -0.190 -0.148 -0.209 0.105
H 2.6901 -1.5722 -1.7073 -0.385 0.041 0.840 0.146
H 3.4485 -0.4079 0.0498 -0.846 0.231 -0.467 0.130
C 0.8387 -1.4048 2.2857 -0.278 0.124 0.077 -0.018
C 1.9977 -0.8301 -1.2466 0.441 -2.352 -0.285 -0.223
N -0.8080 0.4895 -0.2897 1.939 -2.332 0.446 -0.041
H 1.7880 -0.9354 2.0080 -0.259 -0.303 0.689 0.110
H -1.9591 -0.0176 -1.9536 -0.461 -0.707 -0.319 0.119
H -0.3591 0.8183 -2.3099 -2.233 0.387 0.837 0.166
H -1.4654 2.9663 -1.2824 -1.231 -1.629 0.190 0.147
H -1.1196 -1.1713 3.1690 0.821 1.602 -0.465 0.151
C 0.6595 -1.4679 -0.7999 0.390 2.775 -2.373 -0.044
C -0.0509 -0.5190 0.0674 -2.152 -0.600 3.099 -0.194
H 0.5679 -2.4179 -0.4378 0.759 -2.380 1.665 0.108
H 1.7986 -0.2509 -2.1171 -0.292 1.371 -0.354 0.100
C -1.4913 1.5342 0.4095 -1.184 0.512 -1.604 -0.084
C -2.0131 1.9825 -1.0010 2.267 2.542 -0.344 -0.061
H -0.8731 2.1965 0.9435 0.947 0.875 0.461 0.117
H -2.3053 1.2661 1.0168 -0.919 -0.948 1.034 0.114
H -0.2155 0.5590 2.9523 -0.232 -1.250 -0.375 0.141
C -0.3467 -0.5133 2.6467 -0.367 0.175 2.378 -0.085
C -1.2934 0.7344 -1.5979 1.742 1.482 -1.859 -0.098
O 2.5378 -0.1252 -0.1779 1.196 0.395 0.742 -0.047
H 0.8228 -2.4333 2.7415 -0.016 1.072 -1.073 0.138
N -0.1900 -0.9493 1.3391 1.249 -1.095 -1.736 -0.018
H 0.1000 -1.5714 -1.7011 -0.705 0.159 -0.994 0.120
```
Positions in Å, forces in eV/Å.

Molecular formula: C61H128F12N3O8P3S4
Method: DFT, wB97M-V/def2-TZVPD

Output
total charge	+2
largest force on an atom	0.123	Eh/bohr
HOMO	-10.69	eV
orbital gap	7.07	eV
spin multiplicity	1

The geometry in XYZ format:
```
219
Properties=species:S:1:pos:R:3:forces:R:3:lowdin_charge:R:1
C 11.5628 -5.2638 2.9311 -1.085 -1.393 0.211 -0.292
H 11.8715 -15.8340 0.9715 -0.143 -0.234 -0.332 0.103
H 7.4494 -18.4048 3.7575 -0.463 -0.179 0.509 0.111
H 3.3744 -10.3988 2.2346 0.248 0.091 0.101 0.090
H 17.3773 -11.1673 7.8284 -0.826 0.045 0.716 0.088
O 11.4208 -7.3238 0.6502 0.917 -2.242 1.854 -0.327
H 6.1410 -7.2553 1.3247 -0.207 0.134 0.060 0.087
H 11.1738 -14.3729 -2.0535 -0.464 -0.773 0.224 0.080
H 20.1043 -10.6830 4.2709 0.187 0.640 -0.549 0.111
H 7.1417 -9.6858 2.5916 -0.230 0.737 -0.242 0.094
C 12.9352 -14.8239 5.4902 -0.177 0.499 0.910 -0.259
C 11.1126 -15.0653 0.8254 -0.853 0.864 0.812 -0.259
F 12.0155 -10.0789 -1.0106 0.047 0.873 1.185 0.122
H 15.1064 -3.9870 4.8784 0.229 -0.152 0.697 0.105
H 7.9038 -18.0191 5.4861 -0.499 -0.523 -0.123 0.113
C 15.3164 -5.0482 4.7449 0.618 -1.796 -0.618 -0.207
H 14.9955 -11.5538 3.1205 -0.539 -0.296 0.613 0.084
H 13.1072 -13.7688 5.2775 -0.432 0.253 -0.565 0.088
C 11.0634 -4.2963 5.4110 -1.047 -1.040 0.330 -0.226
C 5.0964 -14.2203 0.7455 0.536 2.067 0.795 -0.055
H 16.5482 -14.1668 2.6029 0.154 -0.001 0.307 0.077
O 3.5242 -8.0120 -1.1319 -0.098 1.667 1.746 -0.344
H 2.9370 -9.8285 3.8622 0.292 0.060 0.038 0.089
H 12.2724 -15.8800 7.2492 -0.607 -0.102 -0.002 0.074
H 7.9142 -6.1553 2.4774 -0.120 0.778 0.412 0.122
C 19.8181 -15.0718 6.4537 -0.779 -1.058 0.812 -0.209
H 7.1932 -15.3653 1.8731 -0.174 -0.162 -0.242 0.109
H 15.7759 -4.2569 1.5485 -0.410 0.497 0.307 0.079
S 11.7576 -9.5067 3.7322 -0.960 -3.009 3.205 0.525
F 14.0071 -9.7662 5.1733 0.411 -0.474 0.524 0.112
H 12.6192 -14.5215 -2.8399 0.641 0.566 0.142 0.076
H 13.2788 -13.0036 -1.0128 -0.363 0.141 0.118 0.102
H 18.8483 -9.9442 6.2146 0.204 0.508 0.342 0.091
H 3.8445 -8.0318 1.4627 0.369 -0.312 -0.260 0.104
C 14.6800 -11.4862 8.9361 1.117 -0.798 0.112 -0.084
H 14.6208 -3.0167 3.0041 0.234 -0.132 0.080 0.077
S 4.1714 -6.7165 -1.3924 -5.603 -0.787 -2.843 0.478
H 8.2583 -6.4808 5.0174 0.263 -0.639 -0.010 0.106
H 16.6579 -6.4066 2.1507 -1.133 -0.246 0.142 0.092
H 10.9283 -5.2948 5.8268 -0.206 -0.093 0.424 0.092
C 8.2421 -18.1391 4.4569 0.731 -1.012 -0.051 -0.250
H 20.2243 -10.6259 7.2100 -0.498 0.346 0.495 0.113
C 14.0010 -5.4422 1.0267 0.775 -0.319 0.281 -0.193
C 19.6729 -10.6549 6.2701 -2.144 -1.630 2.262 -0.262
H 17.9174 -5.7612 5.7987 0.315 0.789 -0.139 0.065
H 19.9841 -16.1918 9.1100 0.075 -0.170 -0.170 0.081
C 9.4623 -16.7492 2.7490 -0.788 1.281 0.294 -0.250
H 21.3261 -7.1324 4.8783 -0.439 0.548 -0.084 0.086
H 16.0565 -5.1329 3.9492 0.451 0.388 0.004 0.091
H 3.5266 -7.2969 2.9710 -0.251 -0.387 0.403 0.124
H 6.7633 -5.8152 4.6927 -0.545 0.016 0.020 0.120
C 20.5942 -7.9350 4.7868 0.500 0.715 0.649 -0.113
H 8.9025 -12.8329 2.1132 0.503 -0.075 -0.872 0.115
S 6.3870 -7.6661 -1.9930 -0.442 0.165 -1.463 0.709
C 6.5887 -7.9237 5.1841 0.582 -0.922 -0.151 -0.159
H 13.9583 -6.5194 0.8659 -0.074 -0.216 0.552 0.059
H 9.1230 -16.2445 4.9166 0.455 0.106 -0.204 0.104
C 17.6060 -12.2321 7.8730 1.004 0.160 -0.108 -0.269
H 7.7352 -14.4021 0.4578 -0.300 -0.688 -0.353 0.127
C 5.2500 -8.1781 4.5317 -0.248 0.966 -0.237 -0.124
H 13.1565 -2.8395 3.8510 -0.390 -0.116 -0.025 0.097
H 16.3544 -6.8923 0.4198 0.031 -0.609 0.465 0.108
N 5.5573 -6.5681 -0.8147 4.315 -1.833 -0.802 -0.295
H 10.4718 -14.0985 4.5210 -0.045 0.217 -0.028 0.083
H 13.8443 0.9377 2.6692 -0.071 -0.032 0.434 0.073
H 5.9898 -13.1326 2.5190 -0.246 -0.494 0.329 0.111
H 14.9472 -0.2514 2.1195 -0.165 -0.299 -0.628 0.070
P 10.0613 -15.0755 2.3319 1.155 1.750 0.594 1.066
O 12.0054 -10.8918 3.2762 -0.493 1.584 1.271 -0.345
C 3.8832 -8.2296 2.5339 -0.855 -2.100 -0.565 -0.100
C 8.0215 -7.9167 -1.0571 -3.480 1.332 0.512 -0.748
C 10.7426 -4.3855 3.8735 1.112 2.703 0.118 -0.217
H 1.3181 -9.2734 1.2773 0.832 -0.101 -0.309 0.076
C 2.9825 -9.5582 2.8072 -0.564 1.486 -0.636 -0.167
H 20.2865 -13.5337 7.8710 -0.485 0.393 0.159 0.089
H 10.3193 -17.4226 2.7607 -0.035 -0.006 0.191 0.092
H 20.3320 -7.9965 3.7306 -0.580 -0.021 0.235 0.084
P 18.6851 -12.2891 6.4189 2.219 -0.923 1.010 1.065
H 6.4635 -7.7783 6.2571 -0.228 0.086 -0.033 0.126
C 12.1422 -15.5083 4.3492 0.098 1.386 -1.028 -0.199
H 15.7304 -12.1736 5.2443 0.114 0.154 0.381 0.086
H 15.0470 -5.7262 6.7120 -0.038 -0.356 0.358 0.110
C 15.8300 -5.8902 5.9716 -1.305 1.398 -0.197 -0.255
H 12.1303 -2.7652 1.4533 -0.486 0.115 -0.388 0.098
H 7.6465 -16.2851 3.9961 0.293 0.761 -0.548 0.108
C 9.2644 -19.3190 4.3670 -0.007 1.104 0.478 -0.089
H 5.7746 -10.2840 3.5168 -0.023 -0.607 -0.446 0.094
C 7.3160 -6.7415 4.5356 0.101 0.344 0.141 -0.172
C 7.4196 -14.3662 1.5005 2.249 -1.315 -0.879 -0.327
C 10.2310 -3.1842 6.1724 0.497 -0.828 -0.944 -0.070
O 5.7720 -8.9711 -2.1735 0.969 0.749 1.396 -0.304
H 20.8938 -13.1837 6.3215 0.080 -0.101 -0.296 0.078
C 17.8304 -12.6622 4.9095 -0.786 0.361 -0.870 -0.272
H 11.6968 -13.5654 3.3474 -0.063 0.017 0.052 0.063
H 14.8897 -13.5200 9.5054 0.040 -0.226 -0.012 0.104
H 12.3835 -13.3302 1.2945 -0.380 0.202 0.238 0.080
C 13.5483 -3.1749 2.8908 1.441 0.498 -0.477 -0.274
C 12.7344 -9.6625 0.0664 -0.601 -0.416 -0.526 -0.606
H 12.0561 -0.7103 2.9279 -0.591 -0.639 -0.247 0.105
H 8.9904 -20.0363 5.1407 -0.147 -0.406 -0.554 0.076
C 21.3766 -9.1142 5.2339 0.555 -0.724 -0.424 -0.265
C 16.5668 -6.0799 1.1148 -0.050 -0.032 -0.833 -0.283
H 16.8941 -14.1795 8.4586 -0.054 -0.014 -0.531 0.089
H 14.9284 -13.8094 2.1601 -0.063 0.348 -0.168 0.060
H 12.8544 -14.3382 7.6500 -0.029 0.433 -0.205 0.053
H 11.2929 -6.2476 3.3150 1.106 -0.615 -0.014 0.075
H 20.7465 -15.5972 6.6779 0.357 0.390 0.214 0.110
C 6.0838 -7.0916 2.4008 -0.172 -1.754 0.406 -0.072
H 15.8931 -13.3042 7.1910 -0.126 -0.623 -0.026 0.093
H 4.5711 -15.0095 1.2835 0.405 -0.034 0.155 0.075
H 17.7174 -15.6888 7.0663 -0.059 0.663 -0.023 0.077
H 4.3914 -13.4015 0.6017 -0.392 -0.367 -0.488 0.068
H 13.2744 -5.1318 0.2757 0.071 0.682 0.096 0.097
H 15.2371 -14.0871 3.8259 0.234 -0.019 0.220 0.052
H 15.7794 -4.4325 -0.0812 -0.644 -0.620 -0.619 0.121
C 16.4804 -13.2345 8.1066 -0.862 1.233 -0.158 -0.221
O 6.7114 -7.0548 -3.2704 0.585 0.253 1.990 -0.282
H 12.1202 -4.0968 5.5887 0.133 0.231 -0.378 0.081
N 12.4344 -8.4619 2.8540 -0.040 1.281 -4.717 -0.296
O 10.4302 -9.0636 4.1016 0.166 -0.835 0.359 -0.322
H 10.9845 -3.3475 3.6449 -0.414 0.351 -0.750 0.078
S 11.5786 -8.6366 1.3276 -1.474 0.014 -2.596 0.752
C 14.0127 -0.1392 2.6693 0.097 0.046 -0.379 -0.107
H 13.3157 -5.9111 4.9036 -0.261 0.494 -0.003 0.072
C 3.2468 -5.2266 -0.5239 -0.477 -0.665 -3.076 -0.645
H 11.0281 -12.9589 0.1790 -0.028 0.045 0.156 0.118
H 16.1645 -12.5357 10.1221 0.146 0.075 0.079 0.113
H 4.6036 -8.9585 4.9333 0.627 -0.444 -0.052 0.123
H 18.5475 -12.4187 4.1257 0.203 -0.382 -0.199 0.102
C 6.2741 -13.4920 1.5300 -2.258 0.433 -0.532 -0.263
P 13.3210 -4.9827 2.7244 -0.137 0.709 -0.572 1.074
C 7.4396 -6.9553 3.0456 0.467 0.290 -0.973 -0.185
N 5.3302 -8.3560 2.9910 0.684 1.611 1.082 -0.204
H 17.1870 -4.4725 6.9174 0.293 0.008 -0.376 0.086
H 14.2945 -0.4948 3.6604 -0.391 0.168 0.266 0.062
H 9.3169 -19.7183 3.3541 -0.248 -0.352 0.218 0.074
C 8.6382 -16.7312 4.0703 0.494 -0.498 -0.226 -0.255
H 15.3352 -10.6238 8.8127 -0.345 0.257 -0.354 0.065
H 5.5361 -9.9913 1.7317 0.541 -0.400 0.008 0.105
H 18.2537 -12.4514 8.7218 0.496 0.771 0.007 0.100
C 13.0674 -2.2794 1.7255 -2.230 -1.252 -0.185 -0.242
C 17.9935 -5.6435 0.8147 -0.833 0.435 -1.190 -0.107
F 1.9814 -5.1689 -1.0281 0.699 -0.653 0.839 0.105
C 20.6290 -10.4734 5.2030 2.043 -0.133 -2.357 -0.270
H 19.7109 -15.3194 5.3976 -0.395 0.602 -0.173 0.102
C 11.7741 -13.6987 0.4694 0.765 -0.855 -0.419 -0.216
H 15.8718 -6.9586 5.7603 -0.335 0.011 -0.429 0.103
H 19.0721 -14.7500 9.2444 -0.333 0.195 -0.213 0.050
C 12.7797 -9.3396 5.4406 -1.189 0.602 -1.667 -0.612
H 5.4495 -6.2360 2.6325 -0.078 -0.081 -0.088 0.138
C 12.1907 -14.7121 -1.8559 -0.298 0.824 -1.400 -0.120
H 8.1461 -7.7252 2.7353 -0.286 -0.745 0.426 0.100
H 10.2897 -19.0560 4.6271 0.122 0.406 0.083 0.060
H 11.2525 -14.4226 6.8608 0.013 -0.168 0.154 0.071
C 6.0530 -9.6934 2.6439 -1.916 1.040 0.711 0.057
H 7.1488 -8.8537 5.0868 0.622 0.085 0.029 0.110
H 18.2632 -4.6870 1.2625 0.231 -0.292 0.546 0.080
C 19.0204 -15.7606 8.8394 0.033 -0.353 -0.459 -0.107
H 0.7595 -10.0831 2.6296 0.395 -0.022 0.737 0.073
H 18.8053 -16.9478 7.0595 0.533 -0.027 -0.122 0.106
C 15.9313 -12.1108 3.1666 -0.475 0.118 0.341 -0.214
C 18.7608 -15.8881 7.3109 0.571 0.673 0.306 -0.233
H 12.4085 -0.2129 1.2795 -0.226 -0.608 -0.281 0.114
F 8.7488 -8.6013 -1.8275 2.350 -1.190 -1.671 0.216
F 3.2264 -5.3923 0.7683 -0.185 0.089 1.549 0.136
H 11.1232 -5.3953 1.9424 -0.153 0.761 -0.183 0.083
C 12.2551 -14.8489 6.8964 0.821 -0.741 -0.781 -0.078
H 12.8031 -15.7995 3.5328 0.447 0.190 -0.030 0.095
C 12.7399 -0.8592 2.0922 2.251 1.706 1.321 -0.232
O 4.0335 -6.4304 -2.8092 0.218 0.872 0.900 -0.305
F 12.1806 -10.0490 6.4003 0.555 -0.003 -0.553 0.137
F 8.5060 -6.7214 -0.7648 0.700 0.048 0.227 0.145
C 11.1492 -14.4258 3.7322 -0.571 -1.879 0.038 -0.223
H 21.8527 -8.9176 6.1945 -0.531 -0.238 0.527 0.119
H 17.6117 -13.7300 4.9061 0.150 -0.088 -0.118 0.094
H 8.7807 -17.0646 1.9591 0.150 -0.114 -0.249 0.105
H 10.1840 -2.3878 5.4298 -0.347 0.442 0.425 0.066
C 14.0928 -5.7532 4.1558 0.069 -0.401 0.325 -0.296
H 17.4144 -6.1579 7.3610 -0.181 0.075 0.322 0.071
C 8.6333 -13.8844 2.2129 1.028 -0.415 2.313 -0.250
H 18.6377 -6.4929 1.0421 0.388 0.482 -0.011 0.075
C 15.5660 -12.7113 9.2282 -0.462 -0.248 0.399 -0.256
H 5.4727 -14.5724 -0.2150 -0.167 0.002 0.053 0.078
H 14.2958 -6.7928 3.8986 0.365 -0.041 -0.333 0.081
F 3.7623 -4.0422 -0.8479 0.664 -0.246 0.485 0.135
H 21.4472 -11.1930 5.1759 -0.177 -0.513 0.483 0.114
H 13.5618 -14.6209 -0.4246 0.425 0.443 0.975 0.098
H 9.7155 -4.5166 3.5329 -0.222 -0.119 0.829 0.115
H 16.7440 -10.7941 4.8082 -0.250 0.172 -0.296 0.101
H 4.6902 -7.2801 4.7931 -0.365 0.250 -0.890 0.133
H 10.3394 -15.3128 0.0981 0.518 -0.452 -0.599 0.090
C 20.0040 -13.5697 6.8189 -0.179 -0.386 -1.026 -0.234
H 16.3570 -11.5999 2.3030 1.185 -0.427 0.126 0.110
F 13.7565 -8.9637 -0.4036 0.022 0.515 0.361 0.139
H 8.3892 -13.8650 3.2750 -0.197 -0.131 0.550 0.086
H 18.2698 -16.3180 9.3997 -0.047 0.088 0.017 0.079
H 1.1794 -8.3310 2.6537 -0.262 -0.139 0.540 0.071
C 1.4959 -9.3292 2.3513 0.403 0.786 -0.607 -0.086
H 10.6720 -2.8211 7.1008 0.549 -0.065 -0.283 0.070
H 13.9763 -15.1350 5.5761 -0.099 -0.847 0.005 0.090
C 16.5371 -11.8419 4.5907 0.109 -0.614 -0.467 -0.208
H 14.0437 -11.2980 9.8008 -0.129 0.007 -0.224 0.083
H 12.3854 -15.7831 -1.7992 -0.863 -0.082 0.532 0.079
C 17.1602 -5.4931 6.5355 0.427 -0.580 0.166 -0.110
C 12.7752 -13.9162 -0.6940 0.230 -1.158 -0.406 -0.254
H 19.8123 -7.7708 5.5282 -0.555 0.420 -0.624 0.064
H 17.9893 -5.4254 -0.2532 0.605 -0.198 -0.210 0.077
H 22.2736 -9.0878 4.6153 -0.049 -0.918 -0.427 0.115
H 11.6773 -16.4673 4.5781 -0.368 0.281 0.654 0.093
H 6.5757 -12.5671 1.0383 -0.338 0.112 -0.480 0.113
F 12.8813 -8.0700 5.8784 -0.214 -0.435 -0.241 0.111
C 15.6668 -13.6208 2.9394 -0.056 0.528 -0.365 -0.082
H 13.6104 -2.3151 0.7810 0.724 -0.150 0.409 0.122
F 13.2084 -10.7726 0.6197 0.073 0.086 0.612 0.115
O 10.3764 -9.5281 1.2599 2.847 2.035 1.004 -0.339
H 9.2315 -3.4719 6.4987 -0.107 -0.259 -0.587 0.067
C 15.5043 -5.0055 0.8043 0.345 0.621 2.140 -0.213
H 14.1016 -11.7353 8.0465 -0.210 0.548 -0.030 0.062
F 7.8279 -8.6156 0.0659 -0.096 0.060 0.642 0.110
```
Positions in Å, forces in eV/Å.

> Look up the spin multiplicity of the first one.

1